Version P
This record from OMol25 describes a cluster of 3 separate species, C2H7NO4 in total. The level of theory is ωB97M-V/def2-TZVPD.

Geometry as XYZ:
```
14
Properties=species:S:1:pos:R:3
O -1.841 0.830 -1.103
O -0.362 0.112 2.895
O -0.237 -0.073 -2.993
O 2.105 -0.641 2.482
N 0.154 -0.135 -0.752
C -1.140 0.262 -0.243
C 0.548 -0.194 -2.115
H 0.786 -0.441 0.056
H 1.728 -0.089 -2.379
H 0.501 -0.385 2.863
H -0.917 -0.333 3.563
H 2.349 0.268 2.680
H 2.128 -0.501 1.607
H -1.417 0.191 0.774
```

Summary:
- Kohn-Sham gap: 9.685 eV
- E_HOMO: -9.668 eV

Results of the natural (NBO) charge analysis, in e, for atoms 1 through 8: -0.53, -1.00, -0.50, -0.89, -0.70, 0.50, 0.53, 0.38



Version Q
This record from OMol25 describes a cluster of 2 separate species, C2H7NO4 in total. The level of theory is ωB97M-V/def2-TZVPD.

Geometry as XYZ:
```
14
Properties=species:S:1:pos:R:3
O 1.794 -1.261 -1.289
O -0.686 0.647 -0.376
O 2.001 0.158 -0.831
O 0.314 0.517 1.635
N 0.864 -1.378 -2.219
C -2.068 0.553 1.522
C -0.871 0.576 0.950
H 1.108 -0.942 -3.105
H 0.142 0.477 2.581
H -2.954 0.601 0.923
H -0.074 -1.140 -1.901
H 2.326 0.036 0.069
H -2.179 0.490 2.588
H 0.282 0.667 -0.547
```

Summary:
- Kohn-Sham gap: 9.199 eV
- E_HOMO: -8.589 eV

Results of the natural (NBO) charge analysis, in e, for atoms 1 through 8: -0.14, -0.71, -0.54, -0.71, -0.46, -0.64, 0.61, 0.34



Stability, descending: version P, version Q



Version P
This record from OMol25 describes the molecule C3H4NP. The level of theory is ωB97M-V/def2-TZVPD.

Geometry as XYZ:
```
9
Properties=species:S:1:pos:R:3
P -0.980 1.488 0.359
N -1.286 -0.419 2.498
C -1.160 0.355 1.650
C 0.323 -0.857 -0.890
C 0.664 0.454 -0.525
H 0.808 1.144 -1.351
H 1.419 0.555 0.245
H -0.226 -1.051 -1.795
H 0.439 -1.670 -0.191
```

Summary:
- Kohn-Sham gap (alpha / beta): 6.032 / 7.857 eV
- E_HOMO (alpha / beta): -8.000 / -8.952 eV

Results of the natural (NBO) charge analysis, in e, for atoms 1 through 8: 0.51, -0.29, -0.17, -0.27, -0.63, 0.23, 0.23, 0.19



Version Q
This record from OMol25 describes the molecule C3H4NP. The level of theory is ωB97M-V/def2-TZVPD.

Geometry as XYZ:
```
9
Properties=species:S:1:pos:R:3
P 1.524 -1.018 0.126
N -2.996 -0.966 -0.305
C -2.144 -0.529 0.265
C -0.974 0.260 0.707
C 0.162 -0.201 -0.261
H -1.038 1.402 0.719
H 0.130 -0.028 -1.294
H 2.063 -1.001 -1.229
H -0.733 -0.118 1.678
```

Summary:
- Kohn-Sham gap: 10.220 eV
- E_HOMO: -10.251 eV

Results of the natural (NBO) charge analysis, in e, for atoms 1 through 8: 0.46, -0.31, 0.28, -0.54, -0.58, 0.27, 0.22, -0.04



Stability, descending: version Q, version P



Version P
This record from OMol25 describes a structure of composition C7H15NO2. The level of theory is ωB97M-V/def2-TZVPD.

Geometry as XYZ:
```
25
Properties=species:S:1:pos:R:3
O 4.755 -0.113 -1.671
O -2.297 0.396 0.231
N 4.805 -0.825 0.428
C 2.644 0.453 0.046
C 1.372 -0.384 0.137
C -3.487 -0.363 0.281
C -1.137 -0.401 0.218
C -4.687 0.556 0.247
C 3.853 -0.370 -0.222
C 0.105 0.468 0.167
H 2.806 1.008 0.984
H 0.120 1.133 1.045
H -3.512 -1.063 -0.575
H -3.495 -0.978 1.200
H -1.116 -1.039 1.122
H -4.670 1.252 1.097
H -5.609 -0.037 0.307
H 4.417 0.736 -1.989
H 1.332 -1.073 -0.721
H 5.643 -0.713 -0.548
H 2.556 1.202 -0.758
H 1.416 -1.012 1.040
H -1.157 -1.079 -0.656
H 0.059 1.112 -0.725
H -4.713 1.133 -0.687
```

Summary:
- Kohn-Sham gap: 10.248 eV
- E_HOMO: -9.633 eV

Results of the natural (NBO) charge analysis, in e, for atoms 1 through 8: -0.87, -0.54, -0.60, -0.49, -0.38, -0.06, -0.05, -0.62



Version Q
This record from OMol25 describes a cluster of 2 separate species, C7H15NO2 in total. The level of theory is ωB97M-V/def2-TZVPD.

Geometry as XYZ:
```
25
Properties=species:S:1:pos:R:3
O -1.277 -1.327 1.869
O -0.824 1.777 2.290
N -1.105 -0.276 -0.228
C 2.061 0.347 -0.778
C -0.542 -0.818 1.025
C -0.326 -0.277 -1.473
C 0.801 0.750 -1.540
C -2.543 -0.395 -0.446
C 1.859 0.080 0.713
C 0.944 -1.111 1.035
H 2.840 -0.118 1.168
H 2.818 1.136 -0.901
H 1.060 0.895 -2.599
H -2.833 -1.429 -0.689
H 0.419 1.718 -1.179
H 1.144 -1.934 0.331
H 2.477 -0.564 -1.239
H 1.473 0.985 1.208
H 1.163 -1.490 2.040
H -1.022 -0.088 -2.300
H -1.172 1.700 1.298
H -2.842 0.268 -1.270
H -1.569 1.564 2.860
H -3.077 -0.108 0.465
H 0.073 -1.286 -1.662
```

Summary:
- Kohn-Sham gap: 9.916 eV
- E_HOMO: -9.081 eV

Results of the natural (NBO) charge analysis, in e, for atoms 1 through 8: -0.60, -0.96, -0.50, -0.39, 0.72, -0.22, -0.41, -0.41



Version R
This record from OMol25 describes the molecule C7H15NO2. The level of theory is ωB97M-V/def2-TZVPD.

Geometry as XYZ:
```
25
Properties=species:S:1:pos:R:3
O 0.573 -0.853 1.501
O 0.551 -2.687 0.168
N 2.568 -0.317 -0.252
C -1.249 -0.226 0.010
C 0.707 -2.129 1.218
C 0.182 0.092 0.478
C -1.744 0.732 -1.068
C 1.449 1.608 -1.120
C -2.202 -0.169 1.207
C 1.261 0.165 -0.651
H 0.937 -0.457 -1.489
H -1.248 -1.241 -0.402
H 0.545 2.001 -1.592
H -3.192 -0.507 0.916
H 1.007 -2.655 2.144
H 1.721 2.253 -0.275
H -1.686 1.757 -0.737
H -2.782 0.501 -1.298
H 2.268 1.623 -1.846
H 2.593 -1.325 -0.156
H 2.855 0.108 0.627
H 0.180 1.040 1.028
H -2.275 0.850 1.565
H -1.168 0.638 -1.996
H -1.851 -0.801 2.022
```

Summary:
- Kohn-Sham gap: 10.237 eV
- E_HOMO: -9.330 eV

Results of the natural (NBO) charge analysis, in e, for atoms 1 through 8: -0.50, -0.60, -0.83, -0.25, 0.65, 0.09, -0.61, -0.61



Version S
This record from OMol25 describes the molecule C7H15NO2. The level of theory is ωB97M-V/def2-TZVPD.

Geometry as XYZ:
```
25
Properties=species:S:1:pos:R:3
O 3.153 -1.060 0.873
O 2.826 -0.466 -1.642
N -2.870 -0.108 -0.044
C 2.188 0.070 0.655
C 0.827 -0.500 0.986
C -2.964 1.231 -0.593
C -0.418 0.334 0.724
C 2.403 0.556 -0.765
C -1.636 -0.553 0.585
C -2.053 -1.087 -0.740
H 2.042 -0.932 -1.952
H 0.900 -1.527 0.433
H -2.470 -2.092 -0.839
H -3.903 1.318 -1.158
H -2.136 1.499 -1.272
H 2.415 0.888 1.358
H -1.814 -1.188 1.461
H -0.278 0.947 -0.176
H -1.484 -0.735 -1.608
H 3.346 -1.115 1.813
H -0.583 1.037 1.556
H 1.480 1.025 -1.147
H -2.990 1.962 0.228
H 0.834 -0.831 2.037
H 3.186 1.328 -0.771
```

Summary:
- Kohn-Sham gap: 9.721 eV
- E_HOMO: -8.977 eV

Results of the natural (NBO) charge analysis, in e, for atoms 1 through 8: -0.72, -0.69, -0.40, 0.07, -0.43, -0.42, -0.44, -0.08



Stability, descending: version R, version Q, version S, version P